{"formula": "C18H36FN4O6PS", "method": "the ωB97M-V functional and the def2-TZVPD basis", "homo_lumo_gap_ev": 7.68, "smiles": "CCOCCOCCOC[C@H](NC[C@H](C)F)[C@H](CON=O)O[C@@H](N)[PH2]=S.c1cc[nH]c1", "largest_force_ev_per_a": 2.0, "lumo_energy_ev": -0.32, "charge": 0, "species": ["C", "C", "O", "C", "C", "O", "C", "C", "O", "C", "C", "N", "C", "C", "C", "F", "C", "C", "O", "N", "O", "O", "C", "N", "P", "S", "H", "H", "H", "H", "H", "H", "H", "H", "H", "H", "H", "H", "H", "H", "H", "H", "H", "H", "H", "H", "H", "H", "H", "H", "H", "H", "H", "H", "H", "H", "H", "C", "C", "C", "N", "C", "H", "H", "H", "H", "H"], "coordinates": [[0.35256, 1.16962, 6.35578], [0.49071, -0.34354, 6.43192], [-0.68050, -0.93938, 5.89863], [-0.52486, -1.79880, 4.77772], [-1.71175, -1.51465, 3.84305], [-1.36310, -1.15414, 2.51224], [-1.90808, 0.11544, 2.17575], [-1.97732, 0.33693, 0.69295], [-0.78236, 0.17996, -0.06160], [-0.92763, 0.93332, -1.24121], [0.34246, 1.19442, -2.04012], [1.24494, 0.05336, -2.11256], [0.57490, -1.19252, -2.52092], [0.65548, -2.26043, -1.42911], [1.76249, -3.24800, -1.74858], [-0.53020, -2.99469, -1.42748], [1.00243, 2.50755, -1.54102], [2.34794, 2.84877, -2.16985], [3.39807, 1.89372, -2.03949], [4.61227, 2.53373, -1.61416], [5.25339, 1.83167, -0.94807], [0.87096, 2.67042, -0.12761], [1.97340, 2.38627, 0.71176], [1.52353, 2.77242, 2.05448], [2.50394, 0.59801, 0.94386], [3.87109, 0.59867, 2.36373], [-0.42445, 1.48664, 7.03839], [1.30606, 1.59564, 6.64465], [0.10197, 1.47477, 5.34944], [0.52608, -0.60858, 7.48706], [1.40119, -0.68750, 5.95962], [-0.63168, -2.82019, 5.13338], [0.38870, -1.64384, 4.21384], [-2.29768, -0.74781, 4.33673], [-2.33782, -2.40392, 3.80753], [-1.35095, 0.86699, 2.73254], [-2.94981, 0.10504, 2.49414], [-2.67505, -0.39136, 0.27448], [-2.41689, 1.32107, 0.54293], [-1.60634, 0.38479, -1.89960], [-1.41168, 1.88916, -1.05761], [-0.00836, 1.43185, -3.05226], [1.88829, 0.25811, -2.86086], [1.13982, -1.59742, -3.35272], [-0.44044, -1.06965, -2.88468], [0.87218, -1.82625, -0.46300], [1.65395, -4.15389, -1.16499], [2.73992, -2.82066, -1.55428], [1.70899, -3.54535, -2.79003], [0.34803, 3.26992, -1.95900], [2.69228, 3.80174, -1.77949], [2.16870, 3.00987, -3.23016], [2.85824, 2.98266, 0.50704], [0.79979, 3.46240, 1.87990], [2.25977, 3.30636, 2.49350], [1.42572, -0.19056, 1.36457], [3.10245, 0.06763, -0.19001], [-3.72419, -1.85502, -6.25162], [-3.57651, -0.53090, -5.75995], [-3.08280, -0.62296, -4.48633], [-2.93035, -1.94997, -4.18865], [-3.31487, -2.70591, -5.26035], [-4.08810, -2.14832, -7.22121], [-3.80601, 0.38265, -6.28131], [-2.82951, 0.13863, -3.76978], [-2.58815, -2.31409, -3.31693], [-3.26528, -3.77992, -5.22499]], "atomic_forces_ev_per_a": [[0.3, -0.6, 0.0], [-0.7, 0.5, 0.5], [0.4, -0.1, -0.3], [-1.1, 0.4, -0.1], [0.1, -0.6, 0.1], [0.0, 0.1, 0.0], [0.5, -0.8, 0.2], [-0.2, -0.9, -0.3], [0.4, 1.1, 0.6], [-0.2, -0.6, -0.8], [0.3, 0.3, 0.4], [-0.5, -0.2, -0.2], [0.6, -0.2, 0.3], [0.8, -0.5, -0.8], [-0.1, -0.2, 0.0], [-0.4, 0.2, 0.2], [0.0, -0.7, 0.0], [0.1, 0.4, -0.4], [-0.2, -0.5, 0.6], [0.1, 0.3, 0.7], [-0.3, 0.0, -0.7], [0.8, 0.0, -0.3], [-0.9, -0.3, 0.7], [-0.4, 0.4, -0.4], [1.4, 0.1, 1.4], [0.0, 0.1, -0.1], [-0.2, 0.2, 0.1], [0.1, 0.4, 0.1], [0.0, 0.2, -0.3], [0.2, -0.2, 0.2], [0.2, -0.2, -0.3], [0.5, -0.3, 0.0], [0.4, 0.0, 0.1], [-0.1, 0.3, 0.0], [-0.2, -0.2, -0.3], [0.0, 0.4, -0.2], [-0.2, 0.4, 0.1], [-0.3, -0.1, 0.1], [0.1, 0.3, 0.0], [-0.2, -0.1, -0.1], [0.0, 0.3, 0.2], [-0.2, 0.1, -0.1], [0.4, 0.1, 0.2], [0.0, 0.0, -0.4], [-0.3, 0.1, 0.1], [-0.7, 0.2, 0.4], [0.0, -0.1, 0.3], [0.2, 0.1, 0.0], [0.0, 0.0, -0.3], [-0.1, 0.3, 0.1], [0.1, 0.2, 0.2], [-0.1, -0.1, -0.3], [0.4, -0.2, -0.7], [-0.3, -0.1, 0.1], [0.3, -0.3, 0.3], [-0.4, 0.2, -0.6], [-0.6, 0.0, -0.5], [0.0, 0.0, 0.0], [0.0, 0.0, 0.0], [0.0, -0.1, 0.1], [0.0, 0.0, 0.0], [0.0, 0.0, 0.1], [0.0, 0.0, 0.0], [0.0, 0.0, 0.0], [0.0, 0.0, 0.0], [0.0, 0.0, 0.0], [0.0, 0.0, 0.0]], "mulliken_charge": [-0.92, -0.34, -0.32, -0.38, -0.71, -0.20, -0.41, -0.82, 0.14, -1.57, 0.20, 0.03, -0.95, 1.36, -1.69, -0.41, -0.12, -1.47, -0.15, 0.02, -0.19, -0.39, 0.00, -0.58, 0.52, -0.48, 0.30, 0.35, 0.16, 0.24, 0.38, 0.29, 0.31, 0.41, 0.23, 0.21, 0.50, 0.28, 0.37, 0.37, 0.63, 0.16, 0.37, 0.71, 0.03, -0.22, 0.43, 0.34, 0.43, 0.51, 0.57, 0.57, 0.53, 0.23, 0.27, -0.13, -0.02, -0.45, -0.64, -0.24, 0.07, -0.52, 0.40, 0.42, 0.36, 0.23, 0.39]}


{"formula": "C2H7OPS2", "method": "the ωB97M-V functional and the def2-TZVPD basis", "homo_lumo_gap_ev": [7.88, 5.92], "largest_force_ev_per_a": 4.4, "relative_energy_kj_mol": 361.4, "lumo_energy_ev": [-1.71, -2.40], "charge": 0, "species": ["C", "C", "O", "P", "S", "S", "H", "H", "H", "H", "H", "H", "H"], "coordinates": [[-0.28964, -1.77226, -1.45340], [-0.84629, 0.80942, 1.38765], [-0.12245, -0.45162, -1.01237], [0.44138, -0.16978, 0.53177], [0.79457, -1.80908, 1.49337], [2.26004, 2.59761, -0.23816], [0.35523, -1.82886, -2.27109], [-1.26480, -1.76038, -1.64624], [0.03598, -2.37045, -0.65246], [-0.51464, 1.93163, 1.64727], [-1.85783, 0.90617, 0.95160], [-0.94670, 0.39873, 2.36708], [1.95516, 3.51886, -1.10501]], "atomic_forces_ev_per_a": [[2.7, 1.2, 0.9], [0.1, 3.4, 0.5], [0.9, 2.7, 2.5], [-0.9, 0.0, -1.4], [0.4, 0.2, 0.3], [0.4, -1.1, 1.1], [0.7, -0.8, -1.6], [-4.0, -1.2, -1.2], [0.0, -1.6, 0.5], [-0.4, -2.4, -1.0], [0.7, -0.4, -0.3], [-0.1, -0.7, 0.6], [-0.5, 0.7, -0.9]], "mulliken_charge": [-0.58, -0.77, -0.27, 0.43, -0.40, -0.17, 0.20, 0.24, 0.31, 0.25, 0.31, 0.31, 0.13]}


{"formula": "C9H16N2O3S", "method": "the ωB97M-V functional and the def2-TZVPD basis", "multiplicity": 3, "homo_lumo_gap_ev": [7.07, 6.60], "largest_force_ev_per_a": 5.2, "relative_energy_kj_mol": 0.3, "lumo_energy_ev": [0.58, -2.48], "s_squared": 2.009, "charge": 0, "species": ["C", "C", "C", "C", "C", "C", "C", "C", "C", "N", "N", "O", "O", "O", "S", "H", "H", "H", "H", "H", "H", "H", "H", "H", "H", "H", "H", "H", "H", "H", "H"], "coordinates": [[0.71638, -0.69134, 1.14483], [-0.52136, -1.29975, 1.15203], [-3.13031, -0.72875, -0.76671], [-2.69662, -1.79542, 0.11461], [-1.67679, -0.18450, -0.64099], [1.19201, -0.34706, -1.11380], [1.54075, 0.53411, -2.22921], [3.34468, 0.64905, 1.21417], [2.09884, 1.12184, 0.48196], [1.37240, -0.05777, 0.17742], [-1.34659, -1.33003, 0.10933], [-1.92783, 0.69669, 1.89310], [-0.55578, 1.98882, 0.37243], [-3.06525, 1.95011, 0.14110], [-1.83264, 1.30072, 0.60819], [1.21197, -0.55171, 2.21106], [-0.61692, -1.95682, 1.95980], [-3.34401, -0.91393, -1.77651], [-3.93470, -0.05762, -0.32838], [-3.16572, -1.57737, 1.07014], [-3.04191, -2.82785, -0.31146], [-1.00661, 0.03499, -1.46829], [0.72081, -1.28601, -1.26164], [1.18073, 1.55221, -2.00546], [1.08163, 0.09957, -3.05729], [2.55077, 0.73986, -2.41905], [3.82924, 1.41314, 1.80864], [2.98312, -0.07568, 1.76302], [3.96609, 0.23128, 0.52962], [1.66382, 1.82460, 1.08949], [2.40981, 1.54463, -0.46214]], "atomic_forces_ev_per_a": [[1.3, 1.3, 3.2], [1.4, -1.0, -1.0], [-0.5, 3.5, -0.9], [-2.5, -3.5, 0.8], [-1.7, 2.4, 0.4], [0.0, -1.3, -2.2], [-1.2, 1.0, 1.7], [-0.1, 4.1, -1.1], [3.5, -0.4, -0.4], [-0.8, 0.6, 1.5], [1.1, -1.2, 0.7], [-0.3, -1.0, 1.9], [-1.0, 0.1, 0.2], [1.4, -0.2, 0.5], [0.2, 1.5, -3.4], [-1.3, -0.4, -2.3], [-0.9, -0.9, 1.0], [-0.6, -0.8, -1.3], [1.2, -0.7, -0.7], [0.2, -0.7, 0.5], [1.5, 1.3, 1.2], [-0.6, 0.4, 0.0], [-0.1, -0.6, -0.4], [-0.6, -0.2, -0.4], [-0.6, -0.2, -1.8], [1.9, -0.3, -0.3], [0.1, 0.1, 0.0], [-1.0, -3.7, 3.5], [2.3, -1.2, -1.9], [-2.0, 1.4, 0.9], [-0.2, 0.5, 0.2]], "lowdin_spin": [0.32, 0.20, 0.00, 0.02, 0.04, 0.55, 0.10, 0.01, 0.02, 0.25, 0.24, 0.04, 0.02, 0.02, 0.02, 0.01, 0.01, 0.00, 0.00, 0.01, 0.01, 0.01, 0.03, 0.02, 0.00, 0.03, 0.00, 0.00, 0.00, 0.00, 0.00]}


{"formula": "C9H12N5", "method": "the ωB97M-V functional and the def2-TZVPD basis", "homo_lumo_gap_ev": 10.10, "largest_force_ev_per_a": 4.1, "relative_energy_kj_mol": 259.8, "lumo_energy_ev": -3.65, "charge": 1, "species": ["C", "C", "C", "C", "C", "C", "C", "C", "C", "N", "N", "N", "N", "N", "H", "H", "H", "H", "H", "H", "H", "H", "H", "H", "H", "H"], "coordinates": [[-1.67423, 3.06735, -1.13375], [-1.87108, 1.83639, -1.82540], [-0.72234, 3.05370, -0.14900], [-0.51184, 0.75974, -0.39655], [2.48007, -0.21703, 0.58291], [0.77823, -0.48844, 2.20160], [2.10772, 0.22724, 1.96754], [0.33103, -0.40699, 0.06591], [-0.89374, -3.04647, -0.35095], [-1.33561, 0.71036, -1.47567], [-0.12391, 1.88620, 0.24782], [1.64128, -0.48080, -0.34645], [0.06515, -0.96190, 1.27918], [-0.32053, -1.94297, -1.08891], [-2.15836, 3.88242, -1.49867], [-2.42840, 1.64064, -2.74132], [-0.47013, 4.01960, 0.21358], [3.57159, -0.41599, 0.37847], [0.50248, -0.86368, 3.16740], [2.75749, -0.24346, 2.82535], [1.80091, 1.28288, 2.15810], [-0.09044, -3.44522, 0.19377], [-1.69030, -2.59989, 0.15433], [-1.56210, -3.65519, -1.01730], [-0.72982, -1.42665, -1.84734], [0.54687, -2.17184, -1.56464]], "atomic_forces_ev_per_a": [[0.9, -3.9, -0.7], [-0.8, 1.1, -0.4], [-0.4, -1.5, -0.6], [0.4, 2.4, -0.3], [1.9, 0.3, -0.5], [0.8, -1.0, 0.6], [-1.3, -1.4, 2.0], [-1.2, -2.7, -2.4], [-2.1, 0.7, -2.8], [2.1, -1.8, 2.2], [-0.9, -0.3, -0.7], [1.3, 0.7, 0.4], [-1.7, 0.9, 0.5], [2.5, 2.3, -0.3], [-1.1, 2.5, -0.7], [-0.4, 1.2, 0.2], [0.8, 0.3, 1.1], [-1.2, 0.4, 0.1], [0.2, 0.2, 0.8], [-0.7, 1.4, -1.8], [1.1, -0.4, -0.4], [0.3, -1.2, 0.9], [-0.8, 0.6, 2.1], [1.6, -0.4, 0.2], [-1.8, 0.0, 0.0], [0.5, -0.4, 0.6]], "mulliken_charge": [-0.72, 0.07, -0.14, -0.58, -0.30, -0.37, -0.45, 1.89, -0.84, -0.47, -0.33, -0.53, -0.41, -0.40, 0.49, 0.45, 0.43, 0.39, 0.47, 0.39, 0.28, 0.33, 0.36, 0.33, 0.37, 0.31]}


Number 4 is which compound?
C9H12N5